1.
This record from the OMol25 dataset describes a structure of composition C29H25N3O3PS2W. The level of theory is ωB97M-V with the def2-TZVPD basis set.

The calculation puts the orbital gap (spin up / spin down) at 7.7 / 6.7 eV. Its spin multiplicity is 3. As for the strongest force on any atom: 0.0148 Eh/bohr. Its total charge is +1. The LUMO energy (spin up / spin down) comes out at -2.695 / -3.906 eV. The calculated total energy comes out at -73869.298 eV. The highest occupied orbital energy (spin up / spin down) is -10.4 / -10.6 eV.

Geometry as XYZ:
```
64
Properties=species:S:1:pos:R:3:lowdin_charge:R:1
W 0.04 0.01 0.71 1.515
S -4.09 0.97 -0.07 1.115
S -2.56 0.14 3.05 0.602
P 2.39 0.82 0.34 1.032
O -1.46 0.05 3.96 -0.285
O 0.18 -1.93 -0.28 -0.085
O -3.42 -1.00 2.84 -0.290
N -1.63 0.47 -0.57 -0.125
N -1.85 0.53 1.62 -0.265
N -5.89 4.86 4.20 0.125
C 1.71 2.47 0.47 -0.414
C 4.30 0.79 -1.63 -0.088
C 6.63 0.29 -1.25 -0.059
C 1.50 -0.89 4.52 -0.052
C 1.87 -1.18 2.16 -0.177
C -0.82 -1.90 0.45 -0.395
C -1.87 -2.92 0.56 -0.008
C -4.94 1.43 3.34 -0.074
C -3.56 0.84 -1.72 -0.358
C -2.95 2.73 3.77 -0.063
C 1.54 -1.71 3.42 -0.054
C -0.46 3.29 0.99 -0.098
C 4.05 0.59 -0.27 -0.352
C -5.72 2.54 3.61 -0.016
C 1.38 4.81 0.54 -0.074
C -2.48 0.65 0.44 -0.753
C 2.18 0.19 2.03 -0.450
C -3.56 1.52 3.41 -0.324
C -2.24 0.60 -1.80 -0.183
C -3.73 3.83 4.04 -0.015
C 6.37 0.09 0.10 -0.062
C 0.37 2.19 0.79 -0.301
C 1.81 0.47 4.40 -0.043
C 5.09 0.24 0.60 -0.075
C 0.04 4.58 0.86 -0.067
C 5.59 0.64 -2.11 -0.066
C 2.13 1.01 3.18 -0.058
C -5.13 3.76 3.96 -0.305
C 2.24 3.74 0.34 -0.068
H 7.18 -0.18 0.77 0.113
H -1.50 3.15 1.25 0.084
H -4.26 0.96 -2.53 0.075
H 4.89 0.09 1.65 0.107
H 3.50 1.05 -2.30 0.111
H 1.74 5.83 0.44 0.108
H -5.47 5.67 4.63 0.102
H -3.26 4.77 4.32 0.116
H 7.63 0.18 -1.63 0.113
H -0.62 5.43 1.02 0.108
H -6.80 2.46 3.56 0.118
H 2.33 2.07 3.08 0.122
H 2.01 -1.85 1.32 0.105
H 1.22 -1.30 5.48 0.122
H -5.40 0.49 3.08 0.116
H 1.77 1.10 5.28 0.121
H 3.28 3.90 0.08 0.112
H -1.52 -3.90 0.23 0.098
H -1.87 2.79 3.85 0.118
H -6.88 4.76 4.33 0.103
H 1.32 -2.77 3.51 0.121
H -2.68 -2.59 -0.10 0.110
H -2.28 -2.93 1.57 0.078
H 5.79 0.80 -3.16 0.112
H -1.66 0.50 -2.70 0.123
```



2.
This record from the OMol25 dataset describes a structure of composition C7H3LaNO4S. The level of theory is ωB97M-V with the def2-TZVPD basis set.

The calculation puts the orbital gap at 7.0 eV. As for the strongest force on any atom: 0.1457 Eh/bohr. Its total charge is +3. The LUMO energy comes out at -13.919 eV. The calculated total energy comes out at -28649.577 eV. The highest occupied orbital energy is -21.0 eV.

Geometry as XYZ:
```
17
Properties=species:S:1:pos:R:3:lowdin_charge:R:1
La -0.51 0.83 -0.62 1.890
S 3.11 -1.15 1.54 1.240
O -3.25 -0.41 1.52 0.227
O 0.56 -1.57 -3.25 0.220
O -3.40 1.10 -2.97 0.234
O -0.25 4.41 -1.27 0.234
N 0.83 -0.42 0.65 -0.379
C -2.51 0.97 -2.25 -0.072
C 2.18 -0.33 0.38 -0.420
C 0.05 -0.78 -2.56 -0.009
C -0.50 3.29 -1.21 -0.039
C 1.72 -1.59 2.46 -0.250
C 0.60 -1.13 1.85 -0.180
C -2.53 -0.01 0.70 -0.016
H 2.56 0.17 -0.51 0.094
H 1.76 -2.16 3.36 0.114
H -0.43 -1.23 2.17 0.110
```



- Which formula does entry 1 have?
  C29H25N3O3PS2W



What did the second record say?
This record from the OMol25 dataset describes a structure of composition C7H3LaNO4S. The level of theory is ωB97M-V with the def2-TZVPD basis set.

The calculation puts the orbital gap at 7.0 eV. As for the strongest force on any atom: 0.1457 Eh/bohr. Its total charge is +3. The LUMO energy comes out at -13.919 eV. The calculated total energy comes out at -28649.577 eV. The highest occupied orbital energy is -21.0 eV.

Geometry as XYZ:
```
17
Properties=species:S:1:pos:R:3:lowdin_charge:R:1
La -0.51 0.83 -0.62 1.890
S 3.11 -1.15 1.54 1.240
O -3.25 -0.41 1.52 0.227
O 0.56 -1.57 -3.25 0.220
O -3.40 1.10 -2.97 0.234
O -0.25 4.41 -1.27 0.234
N 0.83 -0.42 0.65 -0.379
C -2.51 0.97 -2.25 -0.072
C 2.18 -0.33 0.38 -0.420
C 0.05 -0.78 -2.56 -0.009
C -0.50 3.29 -1.21 -0.039
C 1.72 -1.59 2.46 -0.250
C 0.60 -1.13 1.85 -0.180
C -2.53 -0.01 0.70 -0.016
H 2.56 0.17 -0.51 0.094
H 1.76 -2.16 3.36 0.114
H -0.43 -1.23 2.17 0.110
```



- total charge of number 1 (C29H25N3O3PS2W)?
  +1